This record from OMol25 describes one molecule with the formula C4H9NO. The level of theory is ωB97M-V/def2-TZVPD.

The geometry in XYZ format:
```
15
Properties=species:S:1:pos:R:3:nbo_charge:R:1
C 1.02 1.41 -0.65 -0.65
C 0.13 0.53 -0.18 0.50
N -1.19 0.47 -0.61 -0.62
C -2.15 -0.47 -0.07 -0.41
O 0.39 -0.41 0.77 -0.52
C 1.70 -0.96 0.77 -0.24
H 2.00 1.50 -0.20 0.21
H 0.77 2.07 -1.47 0.21
H -1.56 1.37 -0.87 0.38
H -2.95 -0.62 -0.81 0.20
H -1.66 -1.43 0.09 0.21
H -2.59 -0.14 0.88 0.18
H 1.88 -1.51 -0.16 0.18
H 2.48 -0.20 0.87 0.18
H 1.74 -1.62 1.63 0.19
```

electronic energy = -7830.3279 eV
strongest force on any atom = 0.0051 Eh/bohr
SMILES = C=C(NC)OC
energy relative to the best compared isomer or geometry (same formula, charge and spin) = 192.2 kJ/mol
total charge = 0

This record from OMol25 describes one molecule with the formula C4H9NO in a non-equilibrium geometry. The level of theory is ωB97M-V/def2-TZVPD.

The geometry in XYZ format:
```
15
Properties=species:S:1:pos:R:3:nbo_charge:R:1
C -0.99 -1.73 -0.30 -0.71
C 0.25 -0.91 -0.46 0.69
O 1.37 -1.39 -0.61 -0.59
N 0.10 0.44 -0.17 -0.48
C -0.52 0.83 1.12 -0.40
C 1.19 1.22 -0.73 -0.41
H -1.35 -1.55 0.72 0.23
H -0.89 -2.81 -0.49 0.24
H -1.82 -1.32 -0.88 0.23
H -1.56 1.17 1.03 0.20
H -0.42 -0.04 1.74 0.20
H 0.13 1.63 1.47 0.21
H 0.84 2.26 -0.87 0.19
H 1.69 0.81 -1.59 0.24
H 2.01 1.40 0.01 0.18
```

electronic energy = -7830.9856 eV
strongest force on any atom = 0.0566 Eh/bohr
SMILES = CC(=O)N(C)C
energy relative to the best compared isomer or geometry (same formula, charge and spin) = 128.7 kJ/mol
total charge = 0

This record from OMol25 describes one molecule with the formula C4H9NO in a non-equilibrium geometry. The level of theory is ωB97M-V/def2-TZVPD.

The geometry in XYZ format:
```
15
Properties=species:S:1:pos:R:3:nbo_charge:R:1
C 1.32 -1.21 -0.21 -0.63
C 0.90 0.03 0.54 0.09
O 1.16 1.15 -0.30 -0.55
C -0.29 1.59 -0.23 -0.09
C -0.67 0.29 0.51 -0.09
N -1.57 -0.79 -0.17 -0.86
H 2.37 -1.13 -0.50 0.23
H 0.94 -2.05 0.44 0.22
H 0.55 -1.35 -1.11 0.20
H 1.42 0.12 1.51 0.17
H -0.63 1.74 -1.30 0.19
H -0.42 2.44 0.37 0.18
H -1.03 0.43 1.54 0.20
H -2.55 -0.57 0.18 0.37
H -1.50 -0.70 -1.29 0.37
```

electronic energy = -7829.3105 eV
strongest force on any atom = 0.0689 Eh/bohr
SMILES = C[C@H]1OC[C@H]1N
energy relative to the best compared isomer or geometry (same formula, charge and spin) = 290.4 kJ/mol
total charge = 0

This record from OMol25 describes a 2-piece molecular cluster, C4H9NO overall in a non-equilibrium geometry. The level of theory is ωB97M-V/def2-TZVPD.

The geometry in XYZ format:
```
15
Properties=species:S:1:pos:R:3:nbo_charge:R:1
C -4.16 -0.91 1.93 -0.41
C -3.44 -1.72 1.16 -0.16
C -2.06 -2.29 1.39 -0.66
H -5.02 -0.39 1.55 0.20
H -3.96 -0.82 3.00 0.19
H -3.82 -1.89 0.15 0.18
H -1.80 -2.47 2.42 0.22
H -2.05 -3.13 0.70 0.22
H -1.38 -1.50 1.05 0.22
N 4.08 2.71 -1.80 -0.84
C 5.07 2.37 -2.67 0.52
O 6.18 2.06 -2.29 -0.59
H 4.20 2.39 -0.86 0.40
H 3.30 3.31 -2.01 0.40
H 4.86 2.26 -3.74 0.12
```

electronic energy = -7830.4679 eV
strongest force on any atom = 0.0270 Eh/bohr
SMILES = C=CC.NC=O
energy relative to the best compared isomer or geometry (same formula, charge and spin) = 178.7 kJ/mol
total charge = 0

This record from OMol25 describes one molecule with the formula C4H9NO. The level of theory is ωB97M-V/def2-TZVPD.

The geometry in XYZ format:
```
15
Properties=species:S:1:pos:R:3:nbo_charge:R:1
C -1.83 -0.16 -0.03 -0.64
C -0.58 0.71 -0.12 0.09
O -0.32 1.37 1.10 -0.71
C 0.60 -0.13 -0.59 -0.11
C 1.95 0.01 -0.02 -0.26
N 1.10 -1.12 0.36 -0.61
H -2.65 0.40 0.43 0.22
H -2.14 -0.51 -1.02 0.22
H -1.63 -1.05 0.58 0.22
H -0.74 1.51 -0.85 0.17
H -0.62 0.80 1.81 0.47
H 0.53 -0.42 -1.64 0.19
H 2.12 0.74 0.77 0.21
H 2.80 -0.17 -0.67 0.19
H 1.40 -1.97 -0.12 0.35
```

electronic energy = -7830.3793 eV
strongest force on any atom = 0.0062 Eh/bohr
SMILES = C[C@@H](O)[C@H]1CN1
energy relative to the best compared isomer or geometry (same formula, charge and spin) = 187.2 kJ/mol
total charge = 0

This record from OMol25 describes one molecule with the formula C4H9NO. The level of theory is ωB97M-V/def2-TZVPD.

The geometry in XYZ format:
```
15
Properties=species:S:1:pos:R:3:nbo_charge:R:1
C -0.73 0.44 2.16 -0.60
C -0.61 -0.65 1.08 -0.49
C 0.30 -0.16 -0.04 0.67
O 1.42 0.22 0.27 -0.64
N -0.05 -0.20 -1.37 -0.62
C 1.00 0.20 -2.29 -0.42
H -1.36 1.27 1.82 0.20
H -1.17 0.05 3.08 0.21
H 0.26 0.83 2.38 0.23
H -0.06 -1.49 1.51 0.23
H -1.59 -1.03 0.78 0.20
H -1.00 -0.29 -1.70 0.40
H 1.23 1.27 -2.20 0.20
H 1.91 -0.34 -2.04 0.22
H 0.72 -0.02 -3.32 0.20
```

electronic energy = -7831.8886 eV
strongest force on any atom = 0.0074 Eh/bohr
SMILES = CCC(=O)NC
energy relative to the best compared isomer or geometry (same formula, charge and spin) = 41.6 kJ/mol
total charge = 0

This record from OMol25 describes one molecule with the formula C4H9NO. The level of theory is ωB97M-V/def2-TZVPD.

The geometry in XYZ format:
```
15
Properties=species:S:1:pos:R:3:nbo_charge:R:1
C 1.19 1.48 0.86 -0.77
C 0.13 0.68 1.11 0.58
O -0.50 0.16 2.02 -0.67
N -0.34 0.07 -0.39 -0.47
C 0.87 -0.79 -0.71 -0.41
C -1.66 -0.63 -0.31 -0.43
H 1.84 1.74 1.68 0.23
H 1.41 1.86 -0.13 0.19
H -0.45 0.87 -1.01 0.41
H 0.70 -1.36 -1.62 0.19
H 1.82 -0.24 -0.81 0.25
H 1.04 -1.44 0.15 0.23
H -1.68 -1.50 -0.97 0.20
H -1.84 -0.92 0.73 0.26
H -2.50 0.02 -0.61 0.22
```

electronic energy = -7829.5688 eV
strongest force on any atom = 0.0186 Eh/bohr
SMILES = C=C([O-])[NH+](C)C
energy relative to the best compared isomer or geometry (same formula, charge and spin) = 265.5 kJ/mol
total charge = 0

This record from OMol25 describes one molecule with the formula C4H9NO in a non-equilibrium geometry. The level of theory is ωB97M-V/def2-TZVPD.

The geometry in XYZ format:
```
15
Properties=species:S:1:pos:R:3:nbo_charge:R:1
C 2.12 0.19 -0.20 -0.21
N 1.31 0.06 -1.16 -0.07
O -0.02 0.04 -0.94 -0.37
C -0.56 0.24 0.40 0.05
C -2.02 0.57 0.23 -0.62
C -0.46 -1.04 1.17 -0.64
H 1.78 0.38 0.84 0.16
H 3.23 0.17 -0.41 0.20
H -0.03 1.02 0.94 0.18
H -2.47 0.60 1.24 0.21
H -2.62 -0.16 -0.35 0.22
H -2.11 1.53 -0.25 0.22
H -0.92 -0.91 2.19 0.22
H -0.95 -1.88 0.59 0.22
H 0.61 -1.31 1.26 0.21
```

electronic energy = -7829.0852 eV
strongest force on any atom = 0.0302 Eh/bohr
SMILES = C=NOC(C)C
energy relative to the best compared isomer or geometry (same formula, charge and spin) = 312.1 kJ/mol
total charge = 0

This record from OMol25 describes one molecule with the formula C4H9NO in a non-equilibrium geometry. The level of theory is ωB97M-V/def2-TZVPD.

The geometry in XYZ format:
```
15
Properties=species:S:1:pos:R:3:nbo_charge:R:1
C -1.98 -0.61 0.08 -0.41
N -1.29 0.37 -0.70 -0.61
C -0.16 1.01 -0.06 -0.23
C 0.93 -0.05 0.39 0.02
C 2.34 0.03 -0.02 -0.11
O 1.45 -0.73 -0.77 -0.51
H -1.28 -1.53 0.37 0.15
H -2.86 -1.00 -0.42 0.21
H -2.33 -0.13 1.05 0.19
H -0.92 -0.18 -1.42 0.35
H -0.55 1.47 0.84 0.19
H 0.27 1.72 -0.75 0.20
H 0.63 -0.66 1.22 0.19
H 2.78 0.92 -0.49 0.19
H 2.96 -0.63 0.68 0.18
```

electronic energy = -7829.3761 eV
strongest force on any atom = 0.0622 Eh/bohr
SMILES = CNC[C@@H]1CO1
energy relative to the best compared isomer or geometry (same formula, charge and spin) = 284.0 kJ/mol
total charge = 0

This record from OMol25 describes one molecule with the formula C4H9NO in a non-equilibrium geometry. The level of theory is ωB97M-V/def2-TZVPD.

The geometry in XYZ format:
```
15
Properties=species:S:1:pos:R:3:nbo_charge:R:1
C -0.94 1.48 -1.02 -0.80
C -0.37 0.87 0.06 0.55
O -0.43 1.60 1.20 -0.69
N 0.24 -0.33 0.15 -0.42
C 0.10 -1.29 -0.92 -0.40
C 0.95 -0.79 1.33 -0.41
H -1.92 1.92 -0.84 0.22
H -0.65 1.29 -2.04 0.21
H -0.61 2.44 0.73 0.50
H -0.30 -2.24 -0.55 0.19
H -0.60 -0.88 -1.66 0.23
H 1.06 -1.48 -1.40 0.19
H 1.90 -1.26 1.03 0.19
H 0.36 -1.54 1.88 0.19
H 1.16 0.05 1.99 0.23
```

electronic energy = -7830.0554 eV
strongest force on any atom = 0.0220 Eh/bohr
SMILES = C=C(O)N(C)C
energy relative to the best compared isomer or geometry (same formula, charge and spin) = 218.5 kJ/mol
total charge = 0

This record from OMol25 describes an isolated ion of composition C4H9NO and charge +1 in a non-equilibrium geometry. The level of theory is ωB97M-V/def2-TZVPD.

The geometry in XYZ format:
```
15
Properties=species:S:1:pos:R:3:nbo_charge:R:1
C -2.31 -0.15 0.45 -0.48
N -1.18 0.08 -0.38 -0.10
C 0.11 -0.51 -0.14 -0.29
C 1.20 0.54 0.05 -0.53
C 2.55 -0.01 -0.36 0.44
O 2.75 -1.18 -0.46 -0.47
H -2.27 -1.12 0.85 0.24
H -3.23 -0.13 -0.12 0.27
H -2.40 0.62 1.22 0.28
H -1.11 1.01 -0.78 0.41
H 0.38 -1.15 -0.99 0.30
H 0.02 -1.20 0.71 0.25
H 0.97 1.47 -0.50 0.24
H 1.21 0.98 1.05 0.27
H 3.32 0.74 -0.60 0.15
```

electronic energy = -7822.2457 eV
strongest force on any atom = 0.0293 Eh/bohr
⟨S²⟩ = 0.7543
energy relative to the best compared isomer or geometry (same formula, charge and spin) = 101.2 kJ/mol
2S+1 = 2
total charge = +1

This record from OMol25 describes a 2-piece molecular cluster, C4H9NO overall in a non-equilibrium geometry. The level of theory is ωB97M-V/def2-TZVPD.

The geometry in XYZ format:
```
15
Properties=species:S:1:pos:R:3:nbo_charge:R:1
C 1.17 1.25 -0.14 -0.68
C -0.30 1.04 0.03 0.26
C -1.30 1.83 -0.52 -0.15
C -1.76 -0.40 1.20 0.13
N -0.67 -0.08 0.67 -0.27
H 1.31 1.64 -1.15 0.26
H 1.55 1.95 0.60 0.27
H 1.73 0.32 -0.14 0.27
H -2.24 1.36 -0.78 0.22
H -1.05 2.81 -0.90 0.24
H -2.32 0.29 1.81 0.21
H -2.26 -1.36 1.08 0.23
H 1.55 -2.49 -0.27 0.45
H 2.02 -3.68 -1.08 0.48
O 2.07 -2.71 -1.05 -0.93
```

electronic energy = -7821.3220 eV
strongest force on any atom = 0.0373 Eh/bohr
⟨S²⟩ = 0.7742
energy relative to the best compared isomer or geometry (same formula, charge and spin) = 190.3 kJ/mol
2S+1 = 2
total charge = +1

This record from OMol25 describes an isolated ion of composition C4H9NO and charge +1 in a non-equilibrium geometry. The level of theory is ωB97M-V/def2-TZVPD.

The geometry in XYZ format:
```
15
Properties=species:S:1:pos:R:3:nbo_charge:R:1
C 0.26 0.51 -1.33 -0.48
N 0.41 0.13 0.05 0.07
C 1.21 1.02 0.88 -0.45
C -0.67 -0.57 0.71 -0.38
C -1.33 -1.67 -0.15 0.41
O -1.38 -2.79 0.24 -0.40
H -0.66 1.09 -1.46 0.27
H 0.26 -0.38 -1.96 0.27
H 1.08 1.13 -1.67 0.25
H 2.13 1.25 0.34 0.25
H 0.63 1.92 1.04 0.26
H 1.47 0.51 1.79 0.25
H -0.26 -1.03 1.60 0.27
H -1.39 0.19 1.03 0.28
H -1.75 -1.33 -1.12 0.14
```

electronic energy = -7822.1879 eV
strongest force on any atom = 0.0301 Eh/bohr
⟨S²⟩ = 0.7543
energy relative to the best compared isomer or geometry (same formula, charge and spin) = 106.8 kJ/mol
2S+1 = 2
total charge = +1

This record from OMol25 describes an isolated ion of composition C4H9NO2 and charge -2 in a non-equilibrium geometry. The level of theory is ωB97M-V/def2-TZVPD.

The geometry in XYZ format:
```
16
Properties=species:S:1:pos:R:3:nbo_charge:R:1
N 1.31 0.24 0.99 -0.88
C 0.52 0.28 -0.27 -0.07
C 1.27 -0.57 -1.34 -0.01
O 2.59 -0.32 -1.44 -0.98
C -0.94 -0.18 -0.06 -0.43
C -1.80 0.65 0.89 -0.01
O -3.05 0.18 1.09 -1.00
H 0.99 -0.58 1.49 0.32
H 2.25 0.03 0.64 0.37
H 0.58 1.31 -0.65 0.14
H 1.03 -1.64 -1.04 0.04
H 0.64 -0.49 -2.26 0.06
H -0.77 -1.20 0.30 0.16
H -1.39 -0.18 -1.05 0.18
H -1.26 0.81 1.85 0.08
H -1.75 1.70 0.46 0.04
```

electronic energy = -9875.3276 eV
strongest force on any atom = 0.0370 Eh/bohr
SMILES = N[C@@H](C[O-])CC[O-]
energy relative to the best compared isomer or geometry (same formula, charge and spin) = 2.2 kJ/mol
total charge = -2

This record from OMol25 describes C4H9NO2 as an isolated structure. The level of theory is ωB97M-V/def2-TZVPD.

The geometry in XYZ format:
```
16
Properties=species:S:1:pos:R:3:nbo_charge:R:1
C 1.10 -0.73 -1.09 -0.70
C 0.06 -1.10 -0.09 0.32
C 0.36 -1.14 1.35 -0.17
O -0.74 -0.36 1.66 -0.72
N -1.03 0.89 -0.84 -0.78
C -0.97 1.96 -0.12 0.47
O -0.57 1.98 1.11 -0.69
H 0.69 -0.57 -2.09 0.23
H 1.80 -1.58 -1.10 0.24
H 1.65 0.15 -0.77 0.25
H -0.84 -1.61 -0.40 0.21
H 0.30 -2.15 1.78 0.19
H 1.34 -0.71 1.60 0.17
H -0.56 0.89 1.44 0.49
H -1.39 1.09 -1.78 0.36
H -1.27 2.94 -0.51 0.13
```

electronic energy = -9875.6820 eV
strongest force on any atom = 0.0080 Eh/bohr
energy relative to the best compared isomer or geometry (same formula, charge and spin) = 422.5 kJ/mol
total charge = 0

This record from OMol25 describes one molecule with the formula C4H9NO2 in a non-equilibrium geometry. The level of theory is ωB97M-V/def2-TZVPD.

The geometry in XYZ format:
```
16
Properties=species:S:1:pos:R:3:nbo_charge:R:1
C 1.45 -0.23 0.54 -0.62
C 0.43 -0.69 -0.54 -0.01
N 0.16 -2.14 -0.44 -0.84
C -0.91 0.24 -0.55 -0.55
C -1.00 1.31 0.43 0.79
O -0.87 1.19 1.60 -0.58
O -1.21 2.55 -0.14 -0.72
H 1.18 -0.04 1.47 0.22
H 2.16 -1.04 0.66 0.22
H 2.12 0.74 0.25 0.21
H 0.86 -0.46 -1.62 0.19
H 0.21 -2.44 0.55 0.35
H -0.81 -2.52 -0.55 0.37
H -1.88 -0.38 -0.50 0.24
H -0.97 0.61 -1.58 0.24
H -0.92 3.31 0.43 0.50
```

electronic energy = -9877.9831 eV
strongest force on any atom = 0.1227 Eh/bohr
SMILES = C[C@@H](N)CC(=O)O
energy relative to the best compared isomer or geometry (same formula, charge and spin) = 200.5 kJ/mol
total charge = 0